Below is one molecule with the formula Br2Cl2Si, with properties calculated with the ωB97M-V functional and the def2-TZVPD basis.

HOMO energy ... -0.4079 hartree
SMILES string ... Cl[Si](Cl)(Br)Br
Frontier orbital gap ... 11.074 eV
DFT total energy ... -173012.9449 eV
Charge ... 0

The geometry in XYZ format:
```
5
Br2Cl2Si (the ωB97M-V functional and the def2-TZVPD basis)
Cl 0.678 1.681 0.979
Si -0.006 0.007 -0.008
Cl -1.737 0.593 -0.956
Br -0.367 -1.579 1.508
Br 1.432 -0.702 -1.522
```

***

Below is C44H48BrMnN5OP2 as an isolated structure, with properties calculated with the ωB97M-V functional and the def2-TZVPD basis.

HOMO energy (alpha / beta) ... -0.4688 / -0.4885 hartree
Multiplicity ... 6
Frontier orbital gap (alpha / beta) ... 7.802 / 8.269 eV
ΔE to the lowest compared entry with this formula, charge and spin ... 16.0 kcal per mole
DFT total energy ... -175835.1216 eV
Expectation value of S² ... 8.7542
Charge ... +2

The geometry in XYZ format:
```
102
C44H48BrMnN5OP2 (the ωB97M-V functional and the def2-TZVPD basis)
Mn -0.437 0.163 0.348
C 0.998 5.396 -2.662
C 0.012 4.527 -1.924
C -1.287 4.944 -1.654
C -2.160 4.128 -0.950
C -1.666 2.903 -0.562
Br -2.753 1.715 0.469
N -0.458 2.449 -0.806
C 0.371 3.263 -1.470
H 0.494 6.203 -3.192
H 1.568 4.817 -3.389
H 1.709 5.851 -1.969
H -1.623 5.919 -1.991
H -3.169 4.435 -0.713
H 1.369 2.882 -1.661
C 0.987 -3.792 1.667
C -0.082 -3.906 0.580
P -0.300 -2.406 -0.463
C 1.337 -2.342 -1.266
C 2.225 -1.315 -0.959
C 3.509 -1.283 -1.487
C 3.918 -2.289 -2.351
C 3.047 -3.326 -2.666
C 1.771 -3.356 -2.120
C -1.476 -2.996 -1.724
C -1.273 -2.823 -3.092
C -2.244 -3.219 -4.003
C -3.428 -3.793 -3.558
C -3.639 -3.971 -2.197
C -2.668 -3.575 -1.286
C 0.552 -2.965 2.876
P 0.434 -1.124 2.692
C 2.057 -0.550 3.286
C 3.178 -1.025 2.596
C 4.455 -0.611 2.947
C 4.632 0.291 3.990
C 3.526 0.776 4.672
C 2.245 0.361 4.322
C -0.797 -0.720 3.976
C -2.060 -0.299 3.558
C -3.075 -0.041 4.470
C -2.832 -0.203 5.826
C -1.590 -0.648 6.259
C -0.582 -0.913 5.342
H 1.923 -3.424 1.241
H 1.206 -4.801 2.020
H -1.046 -4.157 1.031
H 0.157 -4.716 -0.110
H 1.947 -0.523 -0.269
H 4.191 -0.483 -1.222
H 4.917 -2.273 -2.770
H 3.366 -4.119 -3.331
H 1.106 -4.176 -2.371
H -0.351 -2.381 -3.452
H -2.068 -3.096 -5.065
H -4.179 -4.112 -4.270
H -4.556 -4.427 -1.845
H -2.853 -3.721 -0.227
H 1.223 -3.136 3.718
H -0.441 -3.288 3.195
H 3.061 -1.729 1.779
H 5.314 -1.003 2.416
H 5.628 0.605 4.275
H 3.657 1.474 5.490
H 1.399 0.758 4.867
H -2.274 -0.198 2.500
H -4.050 0.282 4.127
H -3.614 0.006 6.546
H -1.406 -0.795 7.315
H 0.371 -1.284 5.700
N -0.735 4.360 5.204
C -0.076 3.926 4.369
C 0.736 3.344 3.325
C 2.051 3.734 3.105
C 2.765 3.096 2.105
C 2.140 2.116 1.360
N 0.868 1.747 1.554
C 0.187 2.348 2.531
H 2.502 4.506 3.713
H 3.798 3.348 1.908
H 2.681 1.593 0.578
H -0.835 2.035 2.708
C -3.187 1.661 -3.923
N -2.685 0.622 -3.029
C -3.701 -0.152 -2.328
C -1.366 0.362 -2.863
O -0.907 -0.080 -1.776
N -0.530 0.580 -3.903
C 0.909 0.520 -3.677
C -0.932 0.363 -5.294
H -3.928 2.249 -3.379
H -3.670 1.255 -4.813
H -2.379 2.322 -4.226
H -4.271 -0.751 -3.042
H -3.238 -0.822 -1.612
H -4.390 0.518 -1.813
H 1.147 0.845 -2.672
H 1.405 1.169 -4.399
H 1.288 -0.499 -3.801
H -1.919 -0.086 -5.343
H -0.226 -0.333 -5.749
H -0.926 1.287 -5.870
```